(1)
Entry from the Open Molecules 2025 dataset: a molecular structure, ClNO7Rb3 at a distorted geometry (ωB97M-V with the def2-TZVPD basis set).

ORCA input file:
```
! RIJCOSX wB97M-V def2-TZVPD def2/J DEFGRID3
* xyz 1 1
Rb 27.882 17.570 -27.046
Rb 24.620 21.607 -24.450
Rb 27.378 18.437 -22.817
Cl 26.289 21.191 -21.040
O 27.072 20.176 -20.471
O 26.742 22.530 -20.628
O 26.290 20.895 -22.509
O 24.863 21.027 -20.690
N 26.955 20.063 -25.184
O 26.066 20.672 -25.770
O 27.668 19.207 -25.738
O 27.125 20.346 -24.017
*
```

Calculated values
highest occupied orbital energy = -11.9 eV
HOMO-LUMO gap = 7.9 eV
lowest unoccupied orbital energy = -4.0 eV
energy relative to the best compared isomer or geometry (same formula, charge and spin) = 102.0 kcal/mol

(2)
Entry from the Open Molecules 2025 dataset: a molecular structure, ClNO7Tl2 at a distorted geometry (ωB97M-V with the def2-TZVPD basis set).

ORCA input file:
```
! RIJCOSX wB97M-V def2-TZVPD def2/J DEFGRID3
* xyz 4 1
Tl 0.516 15.293 -1.952
Tl 5.205 11.052 -5.621
N 3.271 14.772 -5.043
O 3.432 15.554 -5.985
O 3.788 13.648 -5.145
O 2.591 15.156 -4.037
Cl 2.575 11.467 -2.148
O 1.734 10.319 -2.038
O 3.760 11.472 -1.392
O 3.096 11.433 -3.523
O 1.690 12.599 -1.968
*
```

Calculated values
highest occupied orbital energy = -27.5 eV
HOMO-LUMO gap = 3.7 eV
lowest unoccupied orbital energy = -23.8 eV
energy relative to the best compared isomer or geometry (same formula, charge and spin) = 0.0 kcal/mol

(3)
Entry from the Open Molecules 2025 dataset: a molecular structure, ClNa3O4S at a distorted geometry (ωB97M-V with the def2-TZVPD basis set).

ORCA input file:
```
! RIJCOSX wB97M-V def2-TZVPD def2/J DEFGRID3
* xyz 0 1
Na -3.088 -4.408 -3.482
Na 0.172 -1.281 4.136
Na -3.961 -4.184 2.016
S 1.489 2.504 -0.507
O 1.740 3.039 0.769
O 2.033 1.193 -0.680
O 0.093 2.614 -0.819
O 2.221 3.366 -1.456
Cl -0.698 -2.843 0.022
*
```

Calculated values
highest occupied orbital energy = -4.5 eV
HOMO-LUMO gap = 1.6 eV
lowest unoccupied orbital energy = -2.9 eV

(4)
Entry from the Open Molecules 2025 dataset: 2 unconnected molecules or ions with the total composition ClO2S at a distorted geometry (ωB97M-V with the def2-TZVPD basis set).

ORCA input file:
```
! RIJCOSX wB97M-V def2-TZVPD def2/J DEFGRID3
* xyz -1 1
O -0.065 -1.596 0.342
O -1.545 1.499 0.003
S -0.034 -0.377 -0.442
Cl 1.644 0.473 0.097
*
```

Calculated values
highest occupied orbital energy (alpha / beta) = -3.8 / -3.1 eV
HOMO-LUMO gap (alpha / beta) = 7.5 / 6.8 eV
lowest unoccupied orbital energy (alpha / beta) = 3.7 / 3.8 eV
energy relative to the best compared isomer or geometry (same formula, charge and spin) = 119.7 kcal/mol